## 1
24
Properties=species:S:1:pos:R:3 method="wB97M-V/def2-TZVPD" charge=0 molar_mass_g_mol=144.1 smiles=O.O.O.O.O.O.O.O
O 2.70 -19.64 27.29
H 1.90 -20.03 27.63
H 3.40 -20.21 27.61
O 0.05 -13.23 28.03
H -0.88 -13.36 28.23
H 0.29 -14.00 27.51
O 1.83 -17.12 26.21
H 2.03 -17.96 26.62
H 1.55 -16.57 26.94
O 2.28 -21.19 25.06
H 2.73 -22.01 25.26
H 2.69 -20.55 25.64
O 3.73 -13.83 27.26
H 3.41 -14.73 27.36
H 4.15 -13.63 28.10
O 0.32 -17.49 24.12
H -0.59 -17.30 24.33
H 0.79 -17.36 24.94
O 1.14 -15.95 28.50
H 1.31 -15.72 29.41
H 0.23 -16.25 28.49
O 2.88 -15.73 23.89
H 2.50 -15.94 24.74
H 2.95 -16.57 23.44


## 2
24
Properties=species:S:1:pos:R:3 method="wB97M-V/def2-TZVPD" charge=0 molar_mass_g_mol=144.1 smiles=O.O.O.O.O.O.O.O
O 0.66 2.31 0.21
H 1.07 2.01 1.02
H 1.23 1.96 -0.48
O 1.93 -0.46 -4.09
H 1.29 -0.41 -3.39
H 1.37 -0.57 -4.82
O 1.30 -0.59 0.18
H 0.60 -0.88 0.75
H 0.97 -0.40 -0.67
O 1.85 -0.82 3.60
H 1.77 -1.35 2.80
H 0.93 -0.74 3.95
O -1.74 1.21 -0.79
H -1.19 1.33 -0.07
H -1.35 0.52 -1.38
O -0.16 -0.19 -2.36
H -0.43 -1.04 -2.79
H -0.70 0.30 -2.96
O -1.83 1.31 2.33
H -1.42 0.46 2.35
H -2.75 1.09 2.24
O -0.91 -1.40 1.50
H -0.99 -2.14 2.06
H -1.50 -1.53 0.80


## 3
24
Properties=species:S:1:pos:R:3 method="wB97M-V/def2-TZVPD" charge=0 molar_mass_g_mol=144.1
O 0.11 2.33 -0.55
H 0.74 1.61 -0.83
H -0.69 2.10 -0.92
O 1.39 -0.91 1.73
H 1.69 -1.48 2.47
H 0.02 -0.05 1.81
O -3.14 -1.18 1.11
H -0.59 -0.83 -0.44
H -3.04 -1.55 0.25
O 2.61 0.78 0.38
H 2.31 0.17 1.04
H 3.55 0.74 0.31
O -0.82 0.39 1.53
H -2.33 -0.58 1.18
H -0.48 0.93 0.85
O -2.07 1.06 -0.92
H -2.77 1.19 -0.27
H -1.66 0.23 -0.72
O 0.99 0.44 -2.45
H 0.19 -0.10 -2.43
H 1.40 -0.05 -1.68
O 1.18 -1.65 -0.71
H 0.29 -2.04 -1.01
H 1.14 -1.56 0.29


## 4
24
Properties=species:S:1:pos:R:3 method="wB97M-V/def2-TZVPD" charge=0 molar_mass_g_mol=144.1 smiles=O.O.O.O.O.O.O.O
H 0.93 0.23 -0.63
H 0.68 -0.03 0.85
H -2.99 0.67 -0.36
H -3.95 -0.08 -1.27
H -3.58 -1.77 -0.03
H -4.31 -1.93 -1.35
H -1.35 -0.91 2.55
H -2.18 0.37 2.48
H -0.75 3.90 0.19
H -1.48 2.87 1.04
H 3.23 2.49 -2.87
H 3.08 2.11 -1.41
H 5.70 -1.21 2.36
H 4.38 -0.47 2.53
H 1.56 -2.63 -1.08
H 2.06 -2.33 -2.48
O 0.25 0.30 0.05
O -3.14 -0.19 -0.75
O -3.49 -2.17 -0.90
O -1.81 -0.27 3.11
O -1.62 3.51 0.33
O 2.85 2.80 -2.04
O 4.83 -1.11 1.95
O 2.01 -3.03 -1.83


Stability, lowest: 3


## 1
24
Properties=species:S:1:pos:R:3 method="wB97M-V/def2-TZVPD" charge=0 molar_mass_g_mol=144.1 smiles=O.O.O.O.O.O.O.O
H 0.43 1.16 0.33
H -0.49 -0.02 0.07
H 4.22 -1.34 0.51
H 4.01 0.13 0.83
H 1.96 -0.96 -0.83
H 2.40 -1.84 0.33
H 1.51 -3.89 0.41
H 1.26 -4.67 -0.87
H -3.13 2.60 -0.20
H -2.98 2.63 -1.71
H -1.22 3.81 0.41
H 0.24 3.61 0.78
H -0.53 1.04 2.10
H -1.04 2.42 2.47
H -3.17 -2.13 -3.26
H -2.32 -1.91 -2.01
O 0.24 0.27 0.64
O 3.59 -0.74 0.92
O 1.82 -1.11 0.11
O 0.85 -4.43 -0.03
O -2.95 2.03 -0.95
O -0.59 3.13 0.67
O -1.24 1.66 1.92
O -2.89 -1.44 -2.64


## 2
24
Properties=species:S:1:pos:R:3 method="wB97M-V/def2-TZVPD" charge=0 molar_mass_g_mol=144.1 smiles=O.O.O.O.O.O.O.O
O 1.16 -3.10 0.21
H 1.90 -3.71 0.06
H 1.48 -2.25 -0.10
O 0.25 -0.53 -2.29
H -0.25 -1.28 -2.64
H -0.29 0.24 -2.48
O 2.43 0.98 -3.38
H 1.73 1.59 -3.60
H 1.98 0.22 -2.96
O -1.63 0.37 1.84
H -1.73 -0.18 2.64
H -2.23 1.11 1.98
O -3.18 -1.14 -0.46
H -4.01 -0.67 -0.38
H -2.56 -0.65 0.11
O 0.83 -0.08 0.45
H 0.76 -0.38 -0.47
H -0.09 0.07 0.72
O 2.56 -0.23 2.67
H 2.17 -0.80 3.34
H 1.86 -0.15 1.98
O -1.21 3.56 1.27
H -0.83 2.76 0.90
H -1.10 4.23 0.59


Stability, lowest: 1


## 1
24
Properties=species:S:1:pos:R:3 method="wB97M-V/def2-TZVPD" charge=0 molar_mass_g_mol=144.1 smiles=O.O.O.O.O.O.O.O
H -1.35 0.74 -0.93
H -0.20 0.21 -1.77
H -6.62 -1.15 -0.35
H -5.17 -1.43 -0.01
H 0.60 2.20 -2.31
H 1.02 3.29 -1.34
H 0.77 0.00 0.73
H 0.94 -0.35 -0.74
H 2.52 -2.43 -1.51
H 3.43 -1.33 -1.01
H -2.54 -1.80 1.23
H -1.87 -0.55 1.77
H 2.67 -0.71 1.00
H 3.14 -1.41 2.26
H 0.45 1.74 1.45
H 1.81 2.09 2.03
O -0.90 0.87 -1.77
O -5.83 -0.73 0.00
O 0.73 2.37 -1.37
O 0.55 0.31 -0.16
O 3.42 -2.09 -1.59
O -1.92 -1.11 0.99
O 3.45 -1.12 1.40
O 0.89 2.38 2.01


## 2
24
Properties=species:S:1:pos:R:3 method="wB97M-V/def2-TZVPD" charge=0 molar_mass_g_mol=144.1 smiles=O.O.O.O.O.O.O.O
H -1.37 1.04 1.28
H -1.99 0.41 0.11
H 0.67 0.60 1.90
H -0.08 0.31 3.30
H -0.73 2.09 -0.38
H -0.45 3.06 -1.67
H 1.38 1.91 0.13
H 2.11 0.54 0.22
H -0.07 -1.49 1.41
H 0.72 -2.02 0.15
H 0.33 0.54 -1.78
H -0.79 -0.62 -1.97
H -1.08 -1.71 -0.13
H -2.88 -1.78 -0.46
H 1.42 -1.11 -1.32
H 2.86 -1.54 -0.82
O -1.96 1.30 0.54
O -0.05 0.01 2.39
O 0.01 2.33 -1.00
O 1.76 1.22 0.76
O -0.05 -2.16 0.69
O 0.17 -0.35 -2.16
O -1.94 -1.33 -0.66
O 2.01 -1.25 -0.53


## 3
24
Properties=species:S:1:pos:R:3 method="wB97M-V/def2-TZVPD" charge=0 molar_mass_g_mol=144.1
H 0.73 -0.48 -0.16
H -0.18 -0.22 -1.35
H -0.47 1.46 0.14
H 0.37 1.88 1.33
H 5.49 -1.85 1.01
H 4.23 -1.03 0.79
H 4.66 -0.07 -0.82
H 3.17 0.24 -0.86
H -1.69 2.99 -0.09
H -1.00 4.26 -0.58
H -1.65 -3.02 -0.94
H -1.81 -1.71 -0.18
H -4.22 0.24 -0.65
H -4.75 -1.18 -0.63
H -2.21 -1.08 2.54
H -1.69 -0.46 1.26
O 0.68 -0.59 -1.12
O -0.25 2.23 0.69
O 5.18 -0.94 0.95
O 3.93 0.07 -1.43
O -0.82 3.35 -0.31
O -2.15 -2.19 -0.95
O -3.96 -0.66 -0.45
O -1.59 -1.24 1.81


## 4
24
Properties=species:S:1:pos:R:3 method="wB97M-V/def2-TZVPD" charge=0 molar_mass_g_mol=144.1 smiles=O.O.O.O.O.O.O.O
H 0.01 0.52 -1.17
H 0.80 1.66 -1.78
H -0.98 -0.17 -4.02
H -0.90 -0.86 -5.37
H -2.68 0.22 2.58
H -3.39 1.18 1.64
H 0.70 1.78 0.97
H 1.41 1.62 2.30
H 3.76 1.52 -0.58
H 4.22 0.09 -0.34
H -2.34 -4.01 -0.80
H -1.53 -2.92 -1.47
H -0.19 1.24 3.41
H -0.63 0.46 2.18
H -0.04 -0.69 0.94
H 1.05 -1.28 1.83
O 0.81 1.04 -1.04
O -0.73 -1.00 -4.44
O -2.53 0.77 1.80
O 1.04 2.29 1.72
O 4.12 0.75 -1.03
O -2.27 -3.52 -1.62
O 0.16 0.70 2.69
O 0.12 -1.39 1.59


Stability, lowest: 3


## 1
16
Properties=species:S:1:pos:R:3 method="wB97M-V/def2-TZVPD" charge=0 molar_mass_g_mol=60.1 smiles=CC.CC
C -1.18 1.53 0.27
C -0.05 2.53 0.41
H -2.07 1.91 -0.25
H -0.87 0.68 -0.32
H -1.57 1.19 1.23
H -0.27 3.35 1.09
H 0.79 2.07 0.95
H 0.37 2.80 -0.56
C 1.06 -1.40 -0.42
C 0.21 -2.67 -0.22
H 1.39 -1.32 -1.46
H 0.35 -0.57 -0.40
H 1.92 -1.25 0.22
H -0.78 -2.49 -0.65
H 0.67 -3.51 -0.74
H 0.03 -2.85 0.84


## 2
16
Properties=species:S:1:pos:R:3 method="wB97M-V/def2-TZVPD" charge=0 molar_mass_g_mol=60.1 smiles=CC.CC
C -1.17 1.03 0.41
C -1.81 1.63 -0.83
H -1.24 -0.06 0.43
H -0.16 1.22 0.76
H -1.78 1.31 1.29
H -1.54 1.09 -1.74
H -2.88 1.62 -0.72
H -1.34 2.59 -1.06
C 1.15 -1.69 0.74
C 1.85 -0.91 -0.42
H 0.85 -0.99 1.52
H 0.22 -2.23 0.57
H 1.89 -2.38 1.15
H 1.94 0.11 -0.07
H 1.26 -0.91 -1.34
H 2.76 -1.44 -0.69


## 3
16
Properties=species:S:1:pos:R:3 method="wB97M-V/def2-TZVPD" charge=0 molar_mass_g_mol=60.1 smiles=CC.CC
C -0.89 1.56 1.40
C -0.92 2.50 0.20
H -0.70 2.02 2.36
H -1.72 0.86 1.57
H -0.15 0.75 1.28
H -1.58 2.02 -0.51
H 0.10 2.74 -0.10
H -1.26 3.51 0.43
C 1.08 -2.78 -0.70
C 0.70 -1.28 -0.93
H 0.16 -3.23 -0.32
H 1.29 -3.24 -1.66
H 1.84 -2.88 0.07
H 0.54 -0.84 0.05
H -0.08 -1.19 -1.66
H 1.63 -0.75 -1.18


## 4
16
Properties=species:S:1:pos:R:3 method="wB97M-V/def2-TZVPD" charge=0 molar_mass_g_mol=60.1 smiles=CC.CC
C 1.65 0.86 -0.87
C 2.52 1.19 0.34
H 1.64 -0.21 -1.05
H 0.62 1.16 -0.72
H 1.97 1.35 -1.79
H 2.33 2.19 0.71
H 3.56 1.06 0.10
H 2.27 0.51 1.15
C -2.60 -1.42 -0.13
C -1.59 -0.63 0.68
H -2.14 -1.78 -1.05
H -2.96 -2.30 0.39
H -3.43 -0.78 -0.43
H -0.56 -0.85 0.39
H -1.59 -0.80 1.76
H -1.69 0.45 0.53


Stability, lowest: 3